# 1
{
  "formula": "C55H73BrF22NO17PS",
  "method": "the ωB97M-V functional and the def2-TZVPD basis",
  "total_charge": 0,
  "smiles": "COCCCCCCCCCCCc1c(C)c(C[C@@H](O)C(F)(F)F)c(CCF)c2c1Nc1c(ccc(Br)c1CP(=O)(O)O)S2.CCOC(=O)C(F)(F)F.CCOC(=O)C(F)(F)F.CCOC(=O)C(F)(F)F.CCOC(=O)C(F)(F)F.CCOC(=O)C(F)(F)F.CCOC(=O)C(F)(F)F",
  "total_energy_ha": -8983.14830,
  "symbols": ["C", "O", "C", "C", "C", "C", "C", "C", "C", "C", "C", "C", "C", "C", "C", "C", "C", "C", "C", "O", "C", "F", "F", "F", "C", "C", "C", "F", "C", "C", "N", "C", "C", "C", "C", "C", "Br", "C", "C", "P", "O", "O", "O", "S", "H", "H", "H", "H", "H", "H", "H", "H", "H", "H", "H", "H", "H", "H", "H", "H", "H", "H", "H", "H", "H", "H", "H", "H", "H", "H", "H", "H", "H", "H", "H", "H", "H", "H", "H", "H", "H", "H", "H", "H", "H", "H", "H", "C", "C", "O", "C", "O", "C", "F", "F", "F", "H", "H", "H", "H", "H", "C", "C", "O", "C", "O", "C", "F", "F", "F", "H", "H", "H", "H", "H", "C", "C", "O", "C", "O", "C", "F", "F", "F", "H", "H", "H", "H", "H", "C", "C", "O", "C", "O", "C", "F", "F", "F", "H", "H", "H", "H", "H", "C", "C", "O", "C", "O", "C", "F", "F", "F", "H", "H", "H", "H", "H", "C", "C", "O", "C", "O", "C", "F", "F", "F", "H", "H", "H", "H", "H"],
  "xyz": [[5.00119, 3.17091, 0.62660], [4.37680, 3.00590, 1.96302], [2.96447, 2.63756, 1.77648], [2.61245, 1.06182, 2.06070], [3.85915, 0.02031, 1.83917], [3.47290, -1.22482, 0.80077], [4.32440, -1.10292, -0.63186], [3.35670, -0.34564, -1.76318], [2.24588, -1.38193, -2.43742], [0.67794, -0.97029, -2.05145], [0.40319, 0.49512, -2.76635], [-1.12367, 1.06336, -2.57193], [-1.49461, 0.98453, -0.94299], [-2.39658, 2.29669, -0.44631], [-1.65509, 3.74143, -0.12202], [0.00829, 3.79243, -0.26601], [-2.41057, 5.11744, 0.35156], [-1.70247, 6.55100, 0.71304], [-0.66485, 7.12168, -0.42089], [-1.20286, 7.07211, -1.79652], [-0.29401, 8.68325, 0.04986], [-1.31028, 9.62034, -0.48896], [1.09899, 8.97264, -0.36957], [-0.30018, 8.80381, 1.55584], [-4.06814, 5.04539, 0.51885], [-5.01013, 6.32235, 0.97047], [-5.18296, 6.32278, 2.60624], [-4.19752, 7.28610, 3.16673], [-4.83507, 3.62430, 0.22170], [-4.05656, 2.22283, -0.25519], [-4.83514, 0.95392, -0.52260], [-5.76504, 0.58010, 0.61028], [-6.84424, 1.69241, 1.23944], [-7.90083, 1.34616, 2.46086], [-7.85413, -0.19985, 3.09312], [-6.77710, -1.33324, 2.52711], [-6.68152, -3.19769, 3.34007], [-5.75177, -0.95325, 1.27551], [-4.74033, -2.14762, 0.77882], [-5.60323, -3.59250, -0.14091], [-7.18253, -3.50013, -0.01875], [-4.98104, -5.07789, 0.60914], [-5.08869, -3.66745, -1.83685], [-6.72313, 3.42375, 0.43929], [4.50140, 2.49388, -0.21010], [4.98486, 4.29325, 0.25145], [6.11719, 2.76606, 0.72113], [2.58352, 2.95849, 0.71617], [2.33935, 3.27672, 2.56292], [1.73498, 0.75383, 1.33602], [2.19608, 0.94185, 3.17116], [4.12221, -0.47371, 2.88651], [4.83890, 0.49696, 1.41233], [2.32133, -1.24493, 0.58575], [3.83599, -2.21392, 1.31650], [5.29300, -0.43460, -0.51903], [4.66563, -2.18299, -0.98362], [2.80131, 0.51850, -1.20047], [4.01100, 0.10191, -2.62453], [2.30067, -1.32465, -3.61478], [2.53478, -2.45421, -2.03735], [0.60837, -0.93482, -0.86796], [-0.03065, -1.80332, -2.52088], [0.56418, 0.33009, -3.93682], [1.16656, 1.32865, -2.44324], [-1.29201, 2.15364, -2.98137], [-1.84675, 0.31580, -3.13868], [-2.06315, -0.03833, -0.81134], [-0.49449, 0.89009, -0.33290], [0.52123, 2.78386, 0.03200], [0.36775, 4.19170, -1.30584], [0.35095, 4.58635, 0.55624], [-2.44047, 7.42075, 0.97674], [-1.05894, 6.36295, 1.70082], [0.38480, 6.55356, -0.39667], [-0.63791, 6.36960, -2.25654], [-4.57707, 7.34944, 0.55098], [-6.10416, 6.24608, 0.49925], [-6.31066, 6.62074, 2.84767], [-4.99330, 5.20584, 2.97479], [-4.23374, 0.16093, -0.83606], [-8.66513, 2.16057, 2.88202], [-8.54108, -0.55264, 3.98168], [-3.86595, -1.78274, 0.08448], [-4.23822, -2.59891, 1.76123], [-4.00623, -4.88691, 0.74281], [-4.11096, -3.44109, -1.86495], [11.58008, 0.85163, 2.18012], [11.53246, 0.50570, 0.70357], [10.19714, 0.65355, 0.19709], [9.82911, 1.92105, -0.17497], [10.56696, 2.89929, -0.09331], [8.40847, 1.92547, -0.73785], [7.54472, 1.17115, 0.00119], [8.35823, 1.42613, -2.00611], [7.86262, 3.17288, -0.79840], [10.85065, 0.25639, 2.73888], [12.57699, 0.66561, 2.58941], [11.32702, 1.90337, 2.34655], [11.81099, -0.54390, 0.56355], [12.24268, 1.10712, 0.12470], [-4.83958, -7.00889, 5.46398], [-5.77692, -6.03060, 6.14697], [-6.28789, -6.59340, 7.36502], [-5.48728, -6.46728, 8.47116], [-4.39040, -5.91520, 8.46229], [-6.17079, -7.06359, 9.70092], [-6.76785, -8.26314, 9.44426], [-7.15034, -6.24909, 10.18817], [-5.31055, -7.28430, 10.73480], [-5.33619, -7.97168, 5.30586], [-4.50899, -6.61797, 4.49762], [-3.95638, -7.20374, 6.08033], [-6.63903, -5.83639, 5.50053], [-5.28969, -5.06644, 6.33196], [10.23511, -6.72161, 0.00545], [10.97132, -5.85621, -1.00014], [11.00019, -4.49007, -0.55936], [11.99574, -4.16148, 0.32457], [12.83131, -4.95916, 0.74118], [11.93878, -2.67416, 0.67059], [10.66875, -2.23407, 0.90429], [12.43106, -1.89493, -0.33480], [12.65824, -2.35765, 1.78407], [9.23456, -6.32136, 0.19853], [10.14141, -7.74744, -0.36177], [10.76009, -6.74302, 0.96558], [10.43797, -5.87037, -1.95627], [11.98360, -6.23062, -1.19071], [-4.14059, 6.89433, -5.23786], [-4.92557, 8.01506, -4.58218], [-6.27769, 7.60099, -4.33365], [-6.48973, 6.89174, -3.17934], [-5.60262, 6.60467, -2.38017], [-7.97227, 6.55891, -3.01694], [-8.54799, 6.13031, -4.17716], [-8.69842, 7.63939, -2.60995], [-8.20134, 5.57877, -2.09798], [-4.64731, 6.54846, -6.14460], [-3.13341, 7.22951, -5.50094], [-4.05606, 6.03039, -4.57125], [-4.97564, 8.87330, -5.26024], [-4.44322, 8.36065, -3.66070], [9.82713, -6.63912, -8.25358], [8.88979, -5.66083, -7.57058], [8.37882, -6.22363, -6.35254], [9.17943, -6.09751, -5.24640], [10.27631, -5.54543, -5.25526], [8.49592, -6.69382, -4.01664], [7.89886, -7.89337, -4.27330], [7.51636, -5.87932, -3.52939], [9.35616, -6.91453, -2.98275], [9.33052, -7.60191, -8.41169], [10.15772, -6.24820, -9.21994], [10.71033, -6.83397, -7.63722], [8.02768, -5.46662, -8.21702], [9.37702, -4.69667, -7.38560], [-10.47388, -1.90575, 0.11399], [-11.25886, -0.78501, 0.76967], [-12.61098, -1.19909, 1.01820], [-12.82302, -1.90834, 2.17251], [-11.93591, -2.19541, 2.97168], [-14.30556, -2.24116, 2.33491], [-14.88128, -2.66977, 1.17469], [-15.03172, -1.16069, 2.74190], [-14.53463, -3.22130, 3.25387], [-10.98061, -2.25162, -0.79275], [-9.46670, -1.57056, -0.14909], [-10.38935, -2.76968, 0.78060], [-11.30894, 0.07322, 0.09160], [-10.77651, -0.43943, 1.69115]],
  "lowdin_charge": [-0.12, -0.24, -0.23, -0.16, -0.18, -0.19, -0.19, -0.21, -0.21, -0.21, -0.23, -0.19, -0.17, -0.03, -0.07, -0.09, -0.04, -0.10, -0.23, -0.06, -0.18, 0.03, 0.01, -0.01, -0.09, -0.18, -0.14, -0.14, -0.31, -0.09, 0.00, -0.09, -0.37, -0.04, -0.07, -0.48, 0.62, -0.13, -0.26, 0.72, -0.38, -0.24, -0.22, 0.81, 0.10, 0.11, 0.08, 0.09, 0.14, 0.09, 0.12, 0.12, 0.09, 0.09, 0.10, 0.09, 0.11, 0.09, 0.11, 0.11, 0.11, 0.09, 0.12, 0.12, 0.11, 0.12, 0.11, 0.09, 0.08, 0.05, 0.09, 0.08, 0.12, 0.15, 0.15, 0.12, 0.13, 0.10, 0.13, 0.14, 0.09, 0.11, 0.09, 0.08, 0.10, 0.07, 0.07, -0.05, -0.22, 0.02, -0.32, 0.15, -0.47, 0.12, 0.14, 0.13, 0.09, 0.09, 0.08, 0.06, 0.14, -0.06, -0.22, 0.01, -0.32, 0.14, -0.47, 0.14, 0.14, 0.14, 0.09, 0.08, 0.08, 0.11, 0.12, -0.06, -0.21, 0.02, -0.32, 0.15, -0.46, 0.14, 0.13, 0.15, 0.09, 0.08, 0.08, 0.10, 0.13, -0.06, -0.21, 0.01, -0.32, 0.14, -0.47, 0.14, 0.14, 0.13, 0.08, 0.08, 0.08, 0.13, 0.13, -0.06, -0.21, 0.01, -0.32, 0.15, -0.46, 0.15, 0.15, 0.11, 0.08, 0.08, 0.08, 0.13, 0.13, -0.06, -0.21, 0.01, -0.32, 0.14, -0.47, 0.14, 0.14, 0.14, 0.08, 0.08, 0.08, 0.13, 0.11]
}


# 2
{
  "formula": "C55H78BN10O17",
  "method": "the ωB97M-V functional and the def2-TZVPD basis",
  "total_charge": -1,
  "e_above_lowest_kcal_mol": 0.0,
  "total_energy_ha": -3994.38560,
  "symbols": ["O", "C", "O", "B", "O", "C", "O", "O", "C", "O", "C", "O", "O", "N", "C", "C", "C", "C", "C", "H", "H", "H", "H", "H", "N", "C", "C", "C", "C", "C", "H", "H", "H", "H", "H", "C", "C", "O", "C", "O", "O", "H", "H", "H", "H", "C", "C", "O", "C", "O", "O", "H", "H", "H", "H", "C", "C", "O", "C", "O", "O", "H", "H", "H", "H", "C", "C", "C", "C", "N", "H", "H", "H", "H", "H", "H", "H", "C", "C", "C", "C", "N", "H", "H", "H", "H", "H", "H", "H", "C", "C", "C", "C", "N", "H", "H", "H", "H", "H", "H", "H", "C", "C", "C", "C", "N", "H", "H", "H", "H", "H", "H", "H", "C", "C", "C", "C", "N", "H", "H", "H", "H", "H", "H", "H", "C", "C", "C", "C", "N", "H", "H", "H", "H", "H", "H", "H", "C", "C", "C", "C", "N", "H", "H", "H", "H", "H", "H", "H", "C", "C", "C", "C", "N", "H", "H", "H", "H", "H", "H", "H"],
  "xyz": [[-1.30865, 0.38890, 2.88053], [-0.84949, -0.01645, 1.86293], [-0.53789, 0.67450, 0.79763], [-0.17605, -0.20078, -0.33134], [-0.09518, -1.55837, 0.22977], [-0.48294, -1.49378, 1.50059], [-0.49063, -2.37942, 2.29542], [1.13732, 0.23520, -0.83328], [1.02082, 0.57953, -2.10299], [1.89412, 0.99374, -2.79907], [-0.44712, 0.37385, -2.53186], [-1.10068, -0.06658, -1.46814], [-0.87667, 0.53556, -3.62397], [0.49058, -6.82227, 3.42944], [1.07354, -7.88166, 2.84824], [1.41144, -7.89552, 1.52612], [1.11359, -6.80000, 0.72382], [0.47038, -5.73695, 1.28990], [0.20501, -5.76058, 2.68129], [1.29471, -8.72978, 3.48503], [1.94358, -8.73801, 1.09976], [1.32387, -6.87711, -0.33628], [0.18538, -4.90413, 0.66345], [-0.24222, -4.87309, 3.10633], [4.79678, 4.44283, -4.21787], [3.91250, 3.84305, -3.40725], [2.77479, 4.47158, -2.95356], [2.57331, 5.83222, -3.12513], [3.54274, 6.45781, -3.89443], [4.61755, 5.75968, -4.41748], [4.03995, 2.78820, -3.20356], [2.02957, 3.85982, -2.45534], [1.68842, 6.35952, -2.80168], [3.35596, 7.48184, -4.20188], [5.43606, 6.23390, -4.94262], [2.88161, -2.63745, 0.39865], [4.20200, -2.42968, -0.35940], [4.11793, -3.40524, -1.38980], [2.89319, -3.95500, -1.41633], [2.60005, -4.80924, -2.20231], [2.08880, -3.41320, -0.50269], [2.44812, -1.68442, 0.68390], [3.03734, -3.23185, 1.30176], [5.07904, -2.50653, 0.27895], [4.21856, -1.45501, -0.85519], [-1.39296, -3.97010, -1.86715], [-0.55271, -3.67268, -3.11098], [-1.18640, -4.44385, -4.14266], [-1.74864, -5.50530, -3.52374], [-2.07965, -6.53939, -4.01975], [-1.98970, -5.22703, -2.23506], [-2.19274, -3.23468, -1.78845], [-0.78952, -4.07572, -0.97436], [0.49024, -3.99209, -3.06744], [-0.51964, -2.62463, -3.40903], [2.55921, 0.78177, 2.23313], [3.21349, -0.03255, 3.38773], [4.57612, 0.34739, 3.31289], [4.83468, 0.96715, 2.15419], [5.92118, 1.18371, 1.72381], [3.69798, 1.23888, 1.50880], [1.93160, 1.59321, 2.59889], [1.95359, 0.19291, 1.55044], [3.05907, -1.11010, 3.35471], [2.82166, 0.32596, 4.33943], [-4.49557, 1.43799, 1.80564], [-4.02350, 1.75392, 0.39417], [-4.13850, 0.61451, -0.61229], [-3.73654, -0.69541, -0.07715], [-3.41958, -1.71596, 0.34461], [-3.88018, 0.63913, 2.21651], [-5.54356, 1.11564, 1.81512], [-4.58666, 2.34079, 2.41011], [-3.03797, 2.22195, 0.36936], [-4.66461, 2.55130, 0.00081], [-3.56864, 0.74829, -1.53412], [-5.15967, 0.43978, -0.96693], [4.70281, 0.21916, -6.45464], [4.37932, 0.47464, -4.99673], [4.25137, -0.75944, -4.11857], [3.13409, -1.65618, -4.43713], [2.26388, -2.34500, -4.73924], [5.50227, -0.52331, -6.56601], [5.15377, 1.03178, -7.02696], [3.82558, -0.14654, -6.99245], [3.55021, 1.15096, -4.80544], [5.29762, 0.92142, -4.59636], [4.20549, -0.56235, -3.04687], [5.08841, -1.46444, -4.21070], [0.65902, -4.15539, 7.09078], [1.13410, -3.61274, 5.74965], [0.45706, -2.28037, 5.37775], [0.76998, -1.22663, 6.35840], [0.95166, -0.36862, 7.09758], [0.95703, -5.18056, 7.31284], [-0.43156, -4.16046, 7.13101], [1.04801, -3.54593, 7.90845], [0.84206, -4.27271, 4.93280], [2.21336, -3.47595, 5.68405], [-0.62892, -2.31387, 5.27676], [0.80345, -1.92476, 4.40593], [0.71151, 0.29159, -6.58937], [-0.55484, 1.07390, -6.90805], [-1.80117, 0.19408, -6.78887], [-3.05554, 0.69922, -7.32381], [-4.07234, 1.05264, -7.72305], [1.57284, 0.89028, -6.89300], [0.83464, -0.67567, -7.07971], [0.76075, 0.08127, -5.52030], [-0.50833, 1.44177, -7.93675], [-0.73279, 1.91607, -6.24048], [-2.00875, 0.14476, -5.71335], [-1.65109, -0.81733, -7.16862], [-1.35879, 4.71344, 5.69657], [-1.90541, 3.66841, 4.73253], [-2.51151, 2.42687, 5.37502], [-3.71511, 2.69911, 6.13837], [-4.66259, 2.87692, 6.76120], [-1.00735, 5.56764, 5.11382], [-0.45396, 4.35544, 6.19540], [-2.09160, 5.02150, 6.44167], [-1.06463, 3.40587, 4.08339], [-2.62479, 4.12881, 4.04961], [-1.76424, 1.96289, 6.02510], [-2.68603, 1.70351, 4.57640], [-4.82557, -4.80332, 3.88078], [-3.88887, -3.85522, 3.14691], [-3.76574, -2.46780, 3.73941], [-3.48430, -2.28264, 5.16184], [-3.25457, -2.14925, 6.28025], [-4.76334, -5.83917, 3.54838], [-5.85741, -4.45103, 3.82144], [-4.53815, -4.87072, 4.93436], [-4.16019, -3.69766, 2.10470], [-2.90555, -4.33562, 3.18840], [-4.75539, -2.00131, 3.61802], [-3.13631, -1.80473, 3.14397], [1.02541, 5.64500, 2.59773], [1.20831, 4.59576, 1.50489], [-0.06407, 3.75395, 1.22331], [-1.29906, 4.52722, 1.18961], [-2.29334, 5.10236, 1.20002], [1.98038, 6.13801, 2.77955], [0.69225, 5.16930, 3.52523], [0.27646, 6.39979, 2.36208], [1.97954, 3.84336, 1.68550], [1.61636, 5.14780, 0.65286], [-0.14523, 2.98145, 1.98612], [0.10827, 3.28012, 0.25623], [-1.43988, 4.75855, -2.55393], [-2.27005, 3.66753, -3.22951], [-3.69811, 4.08997, -3.53451], [-3.71035, 5.16768, -4.55231], [-3.71493, 6.00503, -5.33740], [-0.37766, 4.54989, -2.69747], [-1.64662, 4.73429, -1.48356], [-1.63563, 5.74413, -2.97417], [-2.25005, 2.74395, -2.64757], [-1.79533, 3.37202, -4.16805], [-4.37517, 4.42516, -2.74877], [-4.25805, 3.36603, -4.14430]],
  "lowdin_charge": [0.15, -0.42, 0.20, -0.94, 0.21, -0.39, 0.15, 0.22, -0.37, 0.15, -0.38, 0.22, 0.16, 0.05, -0.16, -0.08, -0.07, -0.05, -0.14, 0.10, 0.10, 0.11, 0.08, 0.07, 0.06, -0.15, -0.08, -0.07, -0.09, -0.15, 0.09, 0.08, 0.10, 0.10, 0.10, -0.09, -0.09, 0.07, -0.59, 0.14, 0.06, 0.10, 0.14, 0.13, 0.12, -0.08, -0.11, 0.07, -0.59, 0.15, 0.06, 0.12, 0.10, 0.10, 0.12, -0.08, -0.09, 0.07, -0.59, 0.16, 0.07, 0.12, 0.09, 0.12, 0.13, -0.09, -0.24, -0.16, -0.19, 0.22, 0.05, 0.08, 0.08, 0.09, 0.11, 0.11, 0.13, -0.10, -0.26, -0.19, -0.21, 0.19, 0.08, 0.07, 0.06, 0.09, 0.11, 0.10, 0.13, -0.10, -0.24, -0.19, -0.24, 0.14, 0.07, 0.08, 0.07, 0.08, 0.11, 0.10, 0.08, -0.11, -0.25, -0.20, -0.24, 0.12, 0.07, 0.08, 0.05, 0.11, 0.10, 0.10, 0.13, -0.10, -0.27, -0.19, -0.23, 0.14, 0.06, 0.08, 0.07, 0.08, 0.10, 0.13, 0.09, -0.10, -0.26, -0.21, -0.23, 0.15, 0.07, 0.07, 0.07, 0.09, 0.10, 0.12, 0.08, -0.10, -0.23, -0.17, -0.25, 0.17, 0.08, 0.06, 0.08, 0.10, 0.11, 0.09, 0.11, -0.07, -0.25, -0.17, -0.25, 0.14, 0.06, 0.05, 0.08, 0.09, 0.11, 0.12, 0.12]
}